No. 1
ORCA calculation (wB97M-V/def2-TZVPD) on CH3F2N2P in the gas phase.

Spin multiplicity = 1
SMILES string = [H]/N=C/P(=N)(F)F
E_HOMO (spin up / spin down) = -9.6 / -9.6 eV
HOMO-LUMO gap (spin up / spin down) = 0.349 / 0.349 Ha
Energy relative to the best compared isomer or geometry (same formula, charge and spin) = 86.3 kJ/mol
E = -690.50439 a.u.
LUMO energy (spin up / spin down) = -0.0031 / -0.0031 Ha
Max |F| = 8.74 eV/A

The geometry in XYZ format:
```
9
Properties=species:S:1:pos:R:3:forces:R:3:nbo_charge:R:1
H 2.1481 1.5200 0.6955 2.909 3.219 -0.267 0.338
N 1.6718 0.7070 0.6381 -2.545 -2.382 0.870 -0.535
C 0.6054 0.9185 0.0004 -0.074 -3.222 0.264 -0.203
P -0.5300 -0.5729 0.1072 -4.036 0.577 -4.642 2.127
N -1.6499 -0.5849 -1.1955 5.673 3.722 5.510 -1.213
F 0.3893 -1.7956 0.3833 0.033 0.167 -0.190 -0.533
F -1.1125 -0.4495 1.5647 0.157 0.074 -0.448 -0.549
H 0.4716 1.6799 -0.7169 -0.828 1.235 -0.439 0.206
H -1.9939 -1.4224 -1.4768 -1.290 -3.390 -0.659 0.363
```
Forces are in eV/Å.

---

No. 2
ORCA calculation (wB97M-V/def2-TZVPD) on an isolated ion of composition C27H27F6N4O and charge +1.

Spin multiplicity = 1
SMILES string = COc1ccc2[nH]c[n+](C(c3ccc(N(C)CC(F)(F)F)cc3)c3ccc(N(C)CC(F)(F)F)cc3)c2c1
E_HOMO = -10.4 eV
HOMO-LUMO gap = 0.283 Ha
E = -1938.30162 a.u.
LUMO energy = -0.0993 Ha
Net charge = +1
Max |F| = 2.40 eV/A

The geometry in XYZ format:
```
65
Properties=species:S:1:pos:R:3:forces:R:3:nbo_charge:R:1
C -0.5615 -7.0237 -0.3186 -0.200 0.642 1.972 -0.238
O -0.7495 -6.6545 1.0963 -0.130 0.103 0.681 -0.501
C -0.6643 -5.4157 1.6548 0.557 1.441 -1.839 0.351
C -0.8604 -5.2819 3.0719 0.004 -0.074 -1.107 -0.224
C -0.8802 -4.0373 3.6972 0.133 -0.956 -0.598 -0.222
C -0.5754 -2.9184 2.9032 -0.147 -0.194 0.650 0.136
N -0.5631 -1.5677 3.2632 0.625 0.029 -0.972 -0.497
C -0.1491 -0.8720 2.1900 -0.760 0.275 1.208 0.315
N 0.0454 -1.6485 1.1410 -0.564 -0.744 0.281 -0.324
C 0.2305 -0.9124 -0.1887 0.156 0.471 0.904 -0.047
C 1.4068 0.0861 0.0774 0.127 -0.263 -0.686 -0.040
C 2.6785 -0.4214 -0.1594 0.953 0.075 -0.053 -0.189
C 3.8292 0.3790 -0.1757 -0.133 0.064 0.704 -0.282
C 3.7874 1.7484 0.1940 -1.021 -0.341 -1.446 0.299
N 4.8980 2.5875 0.1203 0.341 -0.553 0.404 -0.444
C 4.9810 3.7606 0.9825 -0.652 0.331 0.113 -0.406
C 6.1790 2.1435 -0.4371 -0.909 -0.091 0.214 -0.292
C 6.3270 2.6392 -1.8511 -0.396 0.794 -1.495 0.969
F 7.5025 2.3012 -2.4481 -0.942 0.164 0.757 -0.316
F 5.3171 2.1713 -2.6458 0.792 0.226 0.543 -0.330
F 6.2325 4.0080 -1.8787 0.205 -1.062 -0.001 -0.332
C 2.4784 2.2737 0.4344 0.096 -0.442 0.626 -0.276
C 1.3209 1.4516 0.4330 0.594 0.250 0.177 -0.240
C -1.0852 -0.1170 -0.4836 0.478 -0.955 -1.166 -0.168
C -2.3682 -0.5664 -0.1622 -0.960 -0.296 0.536 -0.184
C -3.5287 0.1082 -0.5697 0.492 0.793 -0.527 -0.263
C -3.4476 1.1948 -1.5032 0.988 -0.736 0.231 0.224
N -4.5405 1.8860 -1.9653 -0.749 -0.032 -0.306 -0.418
C -4.5065 2.7377 -3.1776 0.548 -0.067 0.296 -0.410
C -5.7511 1.9907 -1.1615 0.656 -0.139 -0.237 -0.291
C -5.6066 3.1278 -0.1741 0.343 1.233 0.664 0.967
F -6.7324 3.3316 0.5732 1.180 -0.203 -0.784 -0.317
F -4.5577 2.9125 0.6990 -1.216 0.258 -0.883 -0.334
F -5.3210 4.2964 -0.8531 -0.405 -1.093 0.977 -0.334
C -2.1543 1.5080 -1.9843 0.422 -0.093 0.606 -0.288
C -1.0094 0.9402 -1.3979 -0.822 0.163 -0.573 -0.102
C -0.2339 -3.0063 1.5515 -0.774 -0.014 0.101 0.128
C -0.3847 -4.2477 0.8738 0.311 0.681 -0.084 -0.318
H -0.5726 -8.1013 -0.2731 0.000 -0.182 -0.152 0.219
H -1.3876 -6.6530 -0.8913 -0.368 0.254 -0.426 0.191
H 0.3872 -6.6667 -0.6633 0.522 0.272 -0.312 0.188
H -1.0286 -6.2396 3.5588 -0.084 0.412 0.352 0.251
H -1.1077 -3.9891 4.7641 0.122 0.214 -0.386 0.245
H -0.8786 -1.1744 4.1418 0.301 -0.051 -0.207 0.450
H -0.0580 0.2193 2.1842 0.004 -0.702 -0.063 0.262
H 0.5488 -1.7331 -0.9375 -0.689 1.565 1.007 0.244
H 2.8049 -1.5096 -0.2827 -0.058 0.606 -0.344 0.213
H 4.7865 -0.0800 -0.4118 -0.367 -0.071 0.049 0.215
H 4.3046 3.6426 1.8532 0.430 0.044 -0.417 0.207
H 6.0113 3.8483 1.3433 -0.294 0.178 0.012 0.207
H 4.6929 4.6877 0.4521 0.237 -0.340 0.235 0.210
H 6.9767 2.6029 0.1324 0.285 -0.212 0.149 0.231
H 6.2552 1.0564 -0.4280 0.313 0.190 -0.004 0.226
H 2.4128 3.3495 0.6552 -0.284 -0.656 -0.041 0.228
H 0.3621 1.8915 0.7686 0.596 -0.139 -0.649 0.228
H -2.5487 -1.4796 0.4427 0.377 0.666 -0.289 0.213
H -4.5099 -0.1828 -0.1969 0.436 -0.204 -0.057 0.216
H -3.9765 2.2369 -4.0116 -0.269 0.104 0.545 0.214
H -5.5469 2.9009 -3.4881 0.415 0.072 0.052 0.215
H -4.0133 3.7189 -2.9906 -0.384 -0.572 -0.114 0.210
H -6.5466 2.2345 -1.8642 -0.334 -0.142 0.436 0.238
H -5.9693 1.0813 -0.5851 -0.087 0.279 -0.393 0.229
H -2.0271 2.2445 -2.7805 -0.016 -0.097 0.465 0.228
H -0.0450 1.3438 -1.6810 -0.057 -0.204 -0.219 0.220
H -0.3097 -4.1432 -0.2312 0.032 -0.927 0.886 0.241
```
Forces are in eV/Å.

---

No. 3
ORCA calculation (wB97M-V/def2-TZVPD) on a 2-piece molecular cluster, C10H17N2 overall.

Spin multiplicity = 1
E_HOMO = -12.8 eV
HOMO-LUMO gap = 0.325 Ha
Energy relative to the best compared isomer or geometry (same formula, charge and spin) = 42.2 kJ/mol
E = -500.45245 a.u.
LUMO energy = -0.1442 Ha
Net charge = +1
Max |F| = 2.31 eV/A

The geometry in XYZ format:
```
29
Properties=species:S:1:pos:R:3:forces:R:3:nbo_charge:R:1
C 0.2705 -1.5485 -1.2195 -0.323 -0.665 -0.443 -0.429
N 0.5167 -1.4209 0.2235 1.709 -1.367 0.726 -0.348
C -0.2995 -0.4708 0.9230 -0.476 2.118 0.719 0.078
C 0.2628 0.7336 1.3720 -0.279 -0.185 -0.260 -0.219
C -0.5489 1.7608 1.8641 -0.324 -0.419 0.217 -0.188
C -1.9292 1.5580 2.0046 0.165 -0.160 -0.170 -0.180
C -2.4976 0.3383 1.6082 0.627 0.304 0.092 -0.202
C -1.6923 -0.6529 1.0390 0.527 -0.232 0.104 -0.175
C 1.3839 -2.2302 0.8610 -1.806 0.895 0.309 0.138
H -0.4083 -0.7579 -1.5551 0.251 -0.183 0.249 0.252
H 1.2002 -1.4942 -1.8034 -0.223 0.055 0.381 0.226
H -0.2067 -2.5169 -1.4079 0.059 0.135 -0.125 0.227
H 1.3376 0.8602 1.2967 -0.054 0.147 -0.068 0.220
H -0.1101 2.7124 2.1588 -0.039 -0.276 -0.038 0.237
H -2.5647 2.3484 2.4230 0.334 -0.381 -0.222 0.238
H -3.5619 0.1706 1.7630 0.267 -0.057 -0.179 0.239
H -2.1348 -1.5917 0.7292 -0.031 0.011 -0.088 0.221
H 1.6618 -1.9024 1.8993 -0.688 -0.897 -1.062 0.243
H 1.4664 -3.2445 0.4765 0.156 0.396 0.204 0.219
C 4.3497 -3.6695 1.2875 -0.713 0.221 0.264 -0.431
N 3.6129 -2.5726 0.5834 1.177 0.427 -0.758 -0.570
C 4.3165 -1.2775 0.7506 -0.110 -0.042 0.209 -0.430
H 3.9119 -4.6445 1.0157 0.261 0.411 0.085 0.218
H 5.4338 -3.6555 1.0647 -0.540 0.000 -0.034 0.214
H 4.2138 -3.5188 2.3703 0.140 -0.118 -0.342 0.210
H 3.6168 -2.8018 -0.4155 0.071 0.101 0.342 0.369
H 3.8669 -0.5206 0.0858 0.267 -0.318 0.235 0.210
H 4.1675 -0.9518 1.7945 0.183 -0.048 -0.385 0.204
H 5.4057 -1.3662 0.5572 -0.587 0.129 0.036 0.210
```
Forces are in eV/Å.

---

No. 4
ORCA calculation (wB97M-V/def2-TZVPD) on an isolated ion of composition C3H9FP and charge +1.

Spin multiplicity = 1
E_HOMO = -17.2 eV
HOMO-LUMO gap = 0.507 Ha
Energy relative to the best compared isomer or geometry (same formula, charge and spin) = 0.0 kJ/mol
E = -560.70932 a.u.
LUMO energy = -0.1235 Ha
Net charge = +1
Max |F| = 2.90 eV/A

The geometry in XYZ format:
```
14
Properties=species:S:1:pos:R:3:forces:R:3:nbo_charge:R:1
C -0.9145 -1.4518 0.7253 0.413 2.623 -1.154 -0.863
C 1.0476 0.9463 1.0222 -0.131 -0.328 -0.285 -1.010
C 0.1241 0.2310 -1.7676 -0.090 -0.057 0.575 -0.999
F -1.4829 1.2801 0.1157 0.655 -0.649 -0.055 -0.511
P -0.2777 0.2737 -0.0095 -1.022 -1.455 0.889 1.844
H -1.5861 -1.9033 0.0019 0.023 -0.024 -0.097 0.267
H -1.4545 -1.2079 1.6364 0.045 0.065 0.088 0.272
H -0.0537 -2.0666 0.9261 0.333 -0.187 0.012 0.262
H 1.8876 1.2616 0.4054 -0.035 0.054 -0.075 0.285
H 1.3978 0.1807 1.7144 -0.057 -0.028 -0.012 0.285
H 0.6831 1.7960 1.5974 -0.144 0.026 -0.050 0.302
H 0.5919 1.1709 -2.0564 0.009 0.067 0.056 0.287
H -0.7781 0.0788 -2.3587 -0.081 -0.045 0.098 0.294
H 0.8155 -0.5896 -1.9525 0.082 -0.063 0.011 0.285
```
Forces are in eV/Å.